Run 1
The following is a DFT calculation (the ωB97M-V functional and the def2-TZVPD basis) of 11 unconnected molecules or ions with the total composition C44H88O25.

Output
SMILES string: CCOC(=O)OC.CCOC(=O)OC.CCOC(=O)OC.CCOC(=O)OC.CCOC(=O)OC.CCOC(=O)OC.CCOC(=O)OC.C1CCOC1.C1CCOC1.C1CCOC1.C1CCOC1
LUMO energy: 0.05 eV

Geometry (Å):
C: 10.08 -0.83 -3.54
C: 10.43 -0.40 -4.94
O: 10.86 -1.43 -5.85
C: 9.90 -2.30 -6.43
O: 8.70 -2.13 -6.22
O: 10.42 -3.25 -7.12
C: 11.82 -3.57 -7.00
H: 9.74 0.03 -2.96
H: 10.96 -1.26 -3.05
H: 9.34 -1.63 -3.59
H: 11.28 0.27 -4.85
H: 9.58 0.10 -5.41
H: 12.48 -2.80 -7.40
H: 12.05 -4.47 -7.58
H: 12.03 -3.75 -5.95
C: 9.80 8.55 -6.93
C: 9.87 7.48 -5.83
O: 8.94 7.69 -4.79
C: 8.93 6.86 -3.73
O: 9.64 5.86 -3.57
O: 7.99 7.21 -2.88
C: 7.84 6.41 -1.69
H: 8.75 8.77 -7.12
H: 10.26 8.27 -7.88
H: 10.31 9.46 -6.62
H: 10.88 7.46 -5.43
H: 9.79 6.45 -6.19
H: 6.93 6.71 -1.17
H: 8.66 6.44 -0.97
H: 7.71 5.37 -1.97
C: 4.08 2.19 -3.34
C: 3.75 0.99 -2.50
O: 3.87 1.42 -1.15
C: 2.96 1.05 -0.25
O: 1.92 0.36 -0.44
O: 3.45 1.48 0.86
C: 2.71 1.36 2.11
H: 3.48 3.08 -3.16
H: 3.84 1.95 -4.38
H: 5.09 2.59 -3.40
H: 4.46 0.21 -2.76
H: 2.76 0.74 -2.88
H: 2.37 0.34 2.27
H: 1.82 2.00 2.12
H: 3.36 1.68 2.92
C: 5.10 -4.97 -0.92
C: 5.58 -4.92 0.48
O: 4.55 -4.67 1.41
C: 4.82 -4.36 2.72
O: 5.94 -4.18 3.19
O: 3.62 -4.39 3.34
C: 3.51 -4.39 4.77
H: 4.68 -3.99 -1.15
H: 4.25 -5.60 -1.18
H: 5.98 -5.15 -1.54
H: 6.34 -4.15 0.58
H: 6.17 -5.80 0.73
H: 4.18 -5.15 5.17
H: 2.47 -4.71 4.82
H: 3.54 -3.42 5.28
C: 15.59 -10.90 -7.42
C: 16.84 -10.10 -7.80
O: 16.38 -9.01 -8.56
C: 17.26 -8.19 -9.19
O: 18.48 -8.28 -9.16
O: 16.57 -7.32 -9.94
C: 17.23 -6.60 -10.96
H: 15.16 -10.39 -6.56
H: 15.82 -11.89 -7.01
H: 14.84 -11.03 -8.21
H: 17.44 -10.71 -8.48
H: 17.35 -9.75 -6.90
H: 18.19 -6.26 -10.57
H: 16.58 -5.86 -11.41
H: 17.31 -7.34 -11.75
C: 8.54 -15.17 -12.11
C: 7.99 -14.67 -10.82
O: 7.73 -13.27 -10.86
C: 8.56 -12.32 -10.48
O: 9.67 -12.57 -10.05
O: 8.08 -11.12 -10.71
C: 8.86 -9.95 -10.36
H: 7.84 -15.19 -12.95
H: 8.83 -16.21 -11.95
H: 9.42 -14.62 -12.44
H: 8.83 -14.74 -10.12
H: 7.11 -15.19 -10.44
H: 9.55 -9.84 -11.19
H: 9.34 -10.14 -9.40
H: 8.28 -9.02 -10.33
C: 20.76 6.08 2.55
C: 19.39 6.80 2.36
O: 18.71 6.07 1.32
C: 17.47 6.39 1.07
O: 16.82 7.27 1.71
O: 17.00 5.61 0.04
C: 15.62 5.69 -0.19
H: 21.40 5.97 1.68
H: 20.66 5.01 2.73
H: 21.27 6.46 3.43
H: 19.55 7.86 2.16
H: 18.82 6.79 3.29
H: 15.13 5.11 0.59
H: 15.46 5.23 -1.17
H: 15.25 6.71 -0.15
C: 13.43 0.07 -12.56
C: 12.37 0.99 -12.05
C: 13.22 2.24 -12.11
O: 13.95 2.17 -13.34
C: 14.10 0.83 -13.71
H: 12.98 -0.87 -12.88
H: 14.18 -0.16 -11.80
H: 12.03 0.83 -11.02
H: 11.48 1.12 -12.66
H: 13.95 2.30 -11.29
H: 12.55 3.09 -12.04
H: 15.19 0.73 -13.71
H: 13.60 0.50 -14.62
C: 10.30 -0.30 3.78
C: 9.41 0.82 3.32
C: 8.84 1.37 4.66
O: 9.92 1.11 5.52
C: 10.60 -0.11 5.23
H: 11.18 -0.28 3.14
H: 9.83 -1.28 3.64
H: 8.57 0.50 2.69
H: 10.01 1.63 2.90
H: 7.98 0.82 5.05
H: 8.52 2.41 4.69
H: 10.19 -0.91 5.83
H: 11.67 0.01 5.40
C: 14.03 -6.50 0.43
C: 13.71 -7.74 1.14
C: 12.75 -8.44 0.21
O: 12.06 -7.34 -0.45
C: 12.93 -6.25 -0.59
H: 15.03 -6.68 0.02
H: 14.10 -5.66 1.12
H: 13.24 -7.63 2.12
H: 14.57 -8.38 1.30
H: 12.03 -8.99 0.82
H: 13.24 -9.12 -0.48
H: 12.48 -5.28 -0.36
H: 13.24 -6.18 -1.64
C: 16.75 -0.08 -4.48
C: 16.82 -1.61 -4.56
C: 17.66 -1.92 -5.79
O: 17.37 -0.92 -6.66
C: 17.18 0.28 -5.95
H: 17.55 0.19 -3.79
H: 15.76 0.27 -4.18
H: 15.81 -2.03 -4.56
H: 17.31 -2.04 -3.68
H: 17.54 -2.91 -6.25
H: 18.73 -1.88 -5.59
H: 16.31 0.82 -6.31
H: 18.06 0.93 -5.90

***

Run 2
The following is a DFT calculation (the ωB97M-V functional and the def2-TZVPD basis) of 11 unconnected molecules or ions with the total composition C44H88O25.

Output
SMILES string: CCOC(=O)OC.CCOC(=O)OC.CCOC(=O)OC.CCOC(=O)OC.CCOC(=O)OC.CCOC(=O)OC.CCOC(=O)OC.C1CCOC1.C1CCOC1.C1CCOC1.C1CCOC1
LUMO energy: 0.57 eV

Geometry (Å):
C: -3.53 2.58 7.20
C: -3.08 1.15 6.98
O: -1.61 1.16 6.93
C: -1.04 1.01 5.74
O: -1.58 0.57 4.74
O: 0.27 1.30 5.76
C: 0.89 1.83 6.84
H: -2.65 3.21 7.17
H: -4.14 2.62 8.10
H: -4.10 2.83 6.30
H: -3.58 0.65 6.15
H: -3.39 0.57 7.85
H: 1.89 1.96 6.44
H: 1.00 1.21 7.72
H: 0.51 2.81 7.15
C: 0.46 -9.66 -1.35
C: 1.71 -8.82 -1.04
O: 1.49 -7.52 -1.60
C: 1.39 -6.54 -0.78
O: 1.58 -6.54 0.45
O: 1.08 -5.41 -1.52
C: 1.01 -4.16 -0.85
H: 0.62 -10.74 -1.26
H: 0.16 -9.37 -2.36
H: -0.34 -9.43 -0.65
H: 2.69 -9.25 -1.27
H: 1.75 -8.82 0.05
H: 0.18 -3.66 -1.36
H: 1.86 -3.52 -1.09
H: 0.87 -4.23 0.22
C: -2.63 9.05 -2.47
C: -2.84 8.06 -3.65
O: -1.92 6.98 -3.67
C: -2.08 5.92 -2.89
O: -3.00 5.73 -2.16
O: -1.05 5.14 -3.11
C: -0.96 3.97 -2.35
H: -2.96 8.74 -1.47
H: -3.26 9.91 -2.69
H: -1.68 9.56 -2.36
H: -2.83 8.61 -4.59
H: -3.90 7.80 -3.62
H: -1.82 3.33 -2.56
H: -1.02 4.22 -1.29
H: -0.03 3.60 -2.78
C: 7.53 -1.03 -0.59
C: 6.40 -1.40 -1.54
O: 5.64 -0.25 -1.70
C: 4.58 -0.34 -2.50
O: 4.52 -1.07 -3.52
O: 3.73 0.52 -2.13
C: 2.51 0.77 -2.84
H: 8.29 -0.34 -0.96
H: 7.81 -2.07 -0.46
H: 7.22 -0.49 0.30
H: 5.78 -2.21 -1.14
H: 6.96 -1.78 -2.39
H: 2.48 0.45 -3.88
H: 2.40 1.83 -2.61
H: 1.72 0.22 -2.32
C: -4.47 0.48 -2.52
C: -3.70 -0.52 -3.43
O: -3.28 0.17 -4.63
C: -2.12 0.88 -4.60
O: -1.35 0.71 -3.71
O: -2.04 1.60 -5.66
C: -0.76 2.08 -6.15
H: -4.95 -0.10 -1.73
H: -5.11 1.12 -3.14
H: -3.76 1.16 -2.05
H: -4.39 -1.31 -3.74
H: -2.84 -1.01 -2.96
H: -0.21 1.55 -6.92
H: 0.02 2.24 -5.40
H: -0.92 3.09 -6.52
C: 3.06 4.11 -0.46
C: 2.70 4.82 0.86
O: 1.37 5.17 0.66
C: 0.93 6.45 0.65
O: 1.66 7.42 0.64
O: -0.43 6.42 0.49
C: -1.17 7.65 0.45
H: 3.22 4.87 -1.23
H: 2.29 3.41 -0.76
H: 3.99 3.54 -0.45
H: 3.30 5.71 1.03
H: 2.80 4.27 1.79
H: -0.80 8.33 -0.32
H: -1.19 8.20 1.39
H: -2.15 7.27 0.16
C: -5.62 -0.12 2.72
C: -4.50 -0.37 1.67
O: -4.15 -1.72 1.51
C: -3.95 -2.41 0.36
O: -4.30 -2.14 -0.79
O: -3.23 -3.59 0.75
C: -2.91 -4.68 -0.14
H: -6.10 0.84 2.56
H: -5.12 -0.12 3.69
H: -6.43 -0.84 2.63
H: -3.61 0.20 1.94
H: -4.77 -0.02 0.67
H: -3.65 -5.48 -0.21
H: -1.98 -5.17 0.16
H: -2.78 -4.30 -1.15
C: 0.20 -5.05 2.86
C: -0.09 -5.38 4.28
C: 0.10 -3.97 4.93
O: 0.07 -3.00 3.94
C: -0.34 -3.69 2.77
H: -0.21 -5.74 2.12
H: 1.27 -5.10 2.67
H: 0.51 -6.09 4.85
H: -1.10 -5.75 4.49
H: 1.14 -4.03 5.25
H: -0.47 -3.77 5.84
H: 0.17 -3.03 2.06
H: -1.40 -3.45 2.70
C: 0.13 -2.27 -4.32
C: 0.98 -3.36 -4.81
C: 0.23 -4.29 -5.68
O: -1.01 -3.78 -5.69
C: -0.89 -2.38 -5.47
H: 0.71 -1.35 -4.22
H: -0.18 -2.53 -3.31
H: 1.47 -3.92 -4.01
H: 1.82 -2.88 -5.32
H: 0.19 -5.29 -5.25
H: 0.86 -4.39 -6.56
H: -1.88 -2.11 -5.10
H: -0.60 -1.78 -6.33
C: -0.66 1.00 1.24
C: -0.50 1.05 -0.26
C: -0.80 -0.36 -0.78
O: -0.40 -1.15 0.35
C: -0.87 -0.46 1.49
H: -1.51 1.55 1.65
H: 0.21 1.40 1.75
H: 0.49 1.45 -0.49
H: -1.21 1.77 -0.67
H: -0.27 -0.72 -1.65
H: -1.81 -0.67 -1.07
H: -0.39 -0.78 2.42
H: -1.91 -0.71 1.72
C: 4.61 0.96 1.85
C: 3.11 0.99 2.32
C: 3.24 0.96 3.85
O: 4.35 1.70 4.01
C: 5.39 1.42 3.06
H: 4.94 1.53 0.98
H: 4.78 -0.11 1.68
H: 2.51 0.19 1.89
H: 2.64 1.95 2.11
H: 3.36 -0.02 4.31
H: 2.45 1.54 4.32
H: 5.85 0.51 3.45
H: 6.06 2.27 2.95

***

Need the numbers? Relative energies in kJ/mol: run 1 0.0; run 2 70.9.

***

Run 1
The following is a DFT calculation (the ωB97M-V functional and the def2-TZVPD basis) of 2 unconnected molecules or ions with the total composition C4H12.

Output
2S+1: 2
LUMO energy (alpha / beta): 4.22 / 4.47 eV
charge: -1

Geometry (Å):
C: 0.60 -0.09 1.72
C: 0.94 1.30 1.41
H: 0.22 -0.72 0.99
H: 1.55 -0.74 2.07
H: 0.18 0.14 2.57
H: 0.07 1.85 0.92
H: 1.81 1.45 0.74
H: 1.25 1.90 2.29
C: -0.49 0.09 -1.44
C: -1.12 -1.36 -1.83
H: -0.76 0.25 -0.44
H: 0.49 0.16 -1.31
H: -0.92 0.84 -2.00
H: -1.81 -1.37 -2.73
H: -0.28 -2.05 -1.91
H: -1.74 -1.66 -1.05

***

Run 2
The following is a DFT calculation (the ωB97M-V functional and the def2-TZVPD basis) of 2 unconnected molecules or ions with the total composition C4H12.

Output
2S+1: 2
LUMO energy (alpha / beta): 4.34 / 4.54 eV
charge: -1

Geometry (Å):
C: 1.59 1.08 -0.12
C: 1.73 0.43 -1.59
H: 1.06 2.01 -0.18
H: 1.44 0.22 0.52
H: 2.42 1.62 0.29
H: 2.68 0.07 -1.72
H: 1.71 1.29 -2.23
H: 0.98 -0.46 -1.56
C: -1.89 -1.42 0.42
C: -1.50 -0.08 1.07
H: -0.99 -1.95 0.07
H: -2.33 -2.01 1.25
H: -2.73 -1.58 -0.09
H: -1.79 -0.08 2.09
H: -1.93 0.81 0.72
H: -0.44 0.06 1.05

***

Run 3
The following is a DFT calculation (the ωB97M-V functional and the def2-TZVPD basis) of 2 unconnected molecules or ions with the total composition C4H12.

Output
2S+1: 2
LUMO energy (alpha / beta): 4.26 / 4.45 eV
charge: -1

Geometry (Å):
C: 0.41 1.35 -1.75
C: -0.70 1.14 -2.76
H: 0.08 1.50 -0.72
H: 1.21 0.62 -1.65
H: 0.95 2.29 -1.85
H: -0.39 0.79 -3.74
H: -1.19 2.11 -2.94
H: -1.46 0.43 -2.40
C: 0.42 -0.91 1.62
C: -0.12 -1.57 2.89
H: 0.79 0.11 1.78
H: 1.29 -1.42 1.21
H: -0.30 -0.84 0.80
H: -1.17 -1.31 2.99
H: 0.35 -1.11 3.77
H: 0.00 -2.64 2.99

***

Need the numbers? Relative energies in kJ/mol: run 1 164.8; run 2 173.3; run 3 0.0.

***

Run 1
The following is a DFT calculation (the ωB97M-V functional and the def2-TZVPD basis) of 2 unconnected molecules or ions with the total composition C4H12.

Output
2S+1: 2
LUMO energy (alpha / beta): 4.13 / 4.30 eV
charge: -1

Geometry (Å):
C: 1.55 0.34 0.72
C: 1.92 1.65 1.62
H: 2.14 0.34 -0.15
H: 2.00 -0.39 1.18
H: 0.43 0.16 0.56
H: 3.00 1.92 1.46
H: 2.03 1.59 2.74
H: 1.20 2.49 1.41
C: -2.12 -1.12 -0.53
C: -1.58 -0.84 -1.93
H: -1.39 -1.72 0.05
H: -2.28 -0.25 -0.08
H: -2.97 -1.77 -0.62
H: -1.92 0.21 -2.08
H: -1.67 -1.70 -2.55
H: -0.34 -0.91 -1.80

***

Run 2
The following is a DFT calculation (the ωB97M-V functional and the def2-TZVPD basis) of 2 unconnected molecules or ions with the total composition C4H12.

Output
2S+1: 2
LUMO energy (alpha / beta): 4.37 / 4.45 eV
charge: -1

Geometry (Å):
C: 0.52 0.64 -1.36
C: -0.70 0.34 -2.22
H: 0.23 1.30 -0.53
H: 1.06 -0.19 -0.91
H: 1.19 1.26 -1.98
H: -0.92 1.27 -2.74
H: -1.51 -0.07 -1.61
H: -0.63 -0.45 -2.98
C: 0.55 0.14 1.77
C: -0.35 -1.12 1.82
H: 1.11 0.16 2.71
H: 1.31 0.03 1.00
H: -0.11 0.98 1.61
H: 0.19 -1.93 2.30
H: -0.76 -1.34 0.83
H: -1.22 -0.87 2.43

***

Need the numbers? Relative energies in kJ/mol: run 1 142.2; run 2 0.0.

***

Run 1
The following is a DFT calculation (the ωB97M-V functional and the def2-TZVPD basis) of 2 unconnected molecules or ions with the total composition C4H12.

Output
2S+1: 2
LUMO energy (alpha / beta): 4.40 / 4.28 eV
charge: -1

Geometry (Å):
C: -0.37 1.70 1.23
C: 1.12 1.27 1.08
H: -0.90 0.86 0.75
H: -0.72 1.89 2.22
H: -0.68 2.52 0.71
H: 1.80 1.00 2.01
H: 1.63 1.89 0.32
H: 1.15 0.34 0.53
C: -0.22 -1.67 -0.44
C: -0.58 -1.10 -1.78
H: 0.86 -1.90 -0.41
H: -0.51 -1.17 0.57
H: -0.67 -2.62 -0.29
H: -1.08 -1.83 -2.32
H: 0.26 -1.14 -2.55
H: -1.09 -0.06 -1.63

***

Run 2
The following is a DFT calculation (the ωB97M-V functional and the def2-TZVPD basis) of 2 unconnected molecules or ions with the total composition C4H12.

Output
2S+1: 2
LUMO energy (alpha / beta): 4.38 / 4.41 eV
charge: -1

Geometry (Å):
C: -0.02 -1.59 -0.07
C: -1.47 -1.65 -0.42
H: 0.14 -0.66 0.58
H: 0.40 -2.42 0.47
H: 0.67 -1.24 -0.82
H: -1.83 -0.82 -1.03
H: -1.70 -2.66 -0.92
H: -2.11 -1.76 0.45
C: 0.08 1.72 0.61
C: 1.41 1.49 -0.17
H: -0.85 1.79 0.04
H: -0.04 0.90 1.28
H: 0.05 2.59 1.27
H: 1.72 2.56 -0.16
H: 1.36 1.23 -1.23
H: 2.10 0.78 0.29

***

Run 3
The following is a DFT calculation (the ωB97M-V functional and the def2-TZVPD basis) of 2 unconnected molecules or ions with the total composition C4H12.

Output
2S+1: 2
LUMO energy (alpha / beta): 4.38 / 4.47 eV
charge: -1

Geometry (Å):
C: 0.05 1.84 1.45
C: 1.53 1.43 1.65
H: -0.40 2.46 2.23
H: 0.14 2.63 0.64
H: -0.54 0.93 1.28
H: 1.90 0.92 0.78
H: 1.79 0.95 2.59
H: 2.12 2.35 1.70
C: -0.28 -1.88 -2.07
C: -1.38 -1.51 -1.08
H: -0.38 -2.90 -2.42
H: -0.25 -1.11 -2.83
H: 0.69 -1.80 -1.54
H: -1.00 -1.79 -0.06
H: -2.35 -2.07 -1.14
H: -1.64 -0.45 -1.18

***

Need the numbers? Relative energies in kJ/mol: run 1 101.6; run 2 37.2; run 3 0.0.

***

Run 1
The following is a DFT calculation (the ωB97M-V functional and the def2-TZVPD basis) of a single C4H9N molecule.

Output
SMILES string: C1CCNC1
LUMO energy: 1.18 eV

Geometry (Å):
C: -0.02 -0.40 1.27
N: -0.98 -0.94 0.32
C: -1.00 -0.03 -0.80
C: 0.44 0.47 -0.99
C: 0.97 0.46 0.44
H: 0.49 -1.17 1.84
H: -0.56 0.28 1.92
H: -0.80 -1.90 0.05
H: -1.64 0.84 -0.59
H: -1.48 -0.47 -1.67
H: 1.01 -0.20 -1.63
H: 0.45 1.45 -1.46
H: 1.08 1.46 0.84
H: 2.03 0.16 0.47

***

Run 2
The following is a DFT calculation (the ωB97M-V functional and the def2-TZVPD basis) of a molecular structure, C4H9N.

Output
LUMO energy: -1.44 eV

Geometry (Å):
C: -0.95 1.68 0.72
N: -0.56 -0.22 -1.31
C: 0.46 -0.21 -0.41
C: 0.27 0.63 0.82
C: 0.65 -1.75 0.16
H: -1.09 0.53 0.89
H: -0.84 2.42 1.56
H: -0.75 2.14 -0.27
H: -0.24 -0.24 -2.27
H: 1.25 -0.04 -1.07
H: 1.10 0.90 1.52
H: -0.33 -1.99 0.65
H: 1.35 -1.83 1.07
H: 0.90 -2.47 -0.65

***

Run 3
The following is a DFT calculation (the ωB97M-V functional and the def2-TZVPD basis) of a single C4H9N molecule.

Output
SMILES string: C[C@H]1CN1C
LUMO energy: 1.26 eV

Geometry (Å):
C: -1.76 0.53 -0.47
C: -0.53 0.27 0.35
C: -0.05 -1.08 0.78
N: 0.48 -0.43 -0.40
C: 1.80 0.12 -0.35
H: -2.57 0.93 0.14
H: -1.52 1.24 -1.27
H: -2.09 -0.39 -0.97
H: -0.19 1.09 1.01
H: -0.65 -1.97 0.62
H: 0.62 -1.12 1.64
H: 2.06 0.54 0.64
H: 2.52 -0.66 -0.61
H: 1.88 0.92 -1.09

***

Need the numbers? Relative energies in kJ/mol: run 1 0.0; run 2 729.8; run 3 89.5.